The following is a quantum chemistry calculation of a gas-phase ion, C8H14NOS (charge +1) in a non-equilibrium geometry, from the OMol25 dataset.

DFT total energy ... -22887.2984 eV
Strongest force on any atom ... 0.0703 Eh/bohr
Energy above the lowest of the compared OMol25 structures with the same formula, charge and spin ... 0.6869 eV
Frontier orbital gap ... 9.16 eV
Net charge ... +1
Lowest unoccupied orbital energy ... -3.882 eV

Positions of all 25 atoms, in Å:
C -4.334 -0.300 0.472
C -3.421 -0.815 -0.355
C -1.005 0.026 -0.445
C 3.431 0.226 -0.382
C 2.573 1.334 0.134
C 3.051 -1.097 0.277
C 0.520 -0.029 -0.203
C -2.021 -0.988 0.084
N 1.146 1.140 -0.053
O -1.413 1.401 -0.070
S 1.275 -1.485 0.011
H -5.322 -0.532 0.046
H -4.412 0.373 1.356
H -3.711 -1.098 -1.388
H -1.222 0.149 -1.537
H 3.409 0.262 -1.514
H 4.594 0.397 -0.234
H 2.591 1.490 1.133
H 2.774 2.310 -0.311
H 3.695 -1.995 0.117
H 3.051 -1.063 1.326
H -2.044 -0.963 1.217
H -1.660 -1.943 -0.053
H -2.183 1.223 0.492
H 0.639 1.978 -0.122

The following is a quantum chemistry calculation of C22H23N5O5S2 in the gas phase in a non-equilibrium geometry, from the OMol25 dataset.

DFT total energy ... -62546.1057 eV
Strongest force on any atom ... 0.0268 Eh/bohr
Energy above the lowest of the compared OMol25 structures with the same formula, charge and spin ... 0.0000 eV
Frontier orbital gap ... 8.64 eV
Lowest unoccupied orbital energy ... -0.387 eV
SMILES ... Cc1ccnc(NS(=O)(=O)c2ccc(NC(=O)c3ccc(S(=O)(=O)N4CCCC4)cc3)cc2)n1

Positions of all 57 atoms, in Å:
C -4.221 2.601 1.617
C -5.304 2.295 0.638
N -5.385 1.045 0.205
C -6.358 0.751 -0.649
N -7.251 1.602 -1.144
C -7.163 2.851 -0.715
C -6.205 3.263 0.194
H -6.152 4.282 0.540
H -7.896 3.535 -1.124
N -6.396 -0.543 -1.073
H -7.174 -0.801 -1.660
S -5.730 -1.745 -0.070
O -6.278 -1.643 1.246
O -5.937 -2.960 -0.800
C -4.003 -1.319 -0.070
C -3.347 -1.093 1.123
C -2.002 -0.772 1.118
C -1.320 -0.680 -0.095
C -2.000 -0.915 -1.293
C -3.342 -1.241 -1.279
H -3.882 -1.436 -2.191
H -1.471 -0.844 -2.233
N 0.037 -0.370 -0.176
C 0.919 -0.102 0.834
O 0.626 -0.035 2.007
C 2.320 0.131 0.359
C 3.104 1.021 1.091
C 4.412 1.269 0.717
C 4.938 0.612 -0.379
C 4.178 -0.281 -1.110
C 2.866 -0.525 -0.742
H 2.289 -1.250 -1.299
H 4.618 -0.760 -1.971
S 6.646 0.920 -0.870
O 7.017 2.206 -0.363
O 6.745 0.659 -2.274
N 7.607 -0.200 -0.100
C 7.412 -1.584 -0.470
H 7.000 -1.624 -1.477
H 8.389 -2.075 -0.473
C 6.500 -2.192 0.612
H 6.819 -3.202 0.862
H 5.468 -2.240 0.267
C 6.628 -1.237 1.813
H 7.004 -1.747 2.698
H 5.662 -0.798 2.060
C 7.617 -0.153 1.345
H 7.360 0.854 1.667
H 8.631 -0.382 1.684
H 5.029 1.976 1.249
H 2.667 1.509 1.948
H 0.400 -0.324 -1.119
H -1.474 -0.593 2.040
H -3.907 -1.161 2.041
H -3.446 1.843 1.557
H -3.801 3.587 1.433
H -4.635 2.590 2.625

The following is a quantum chemistry calculation of 2 unconnected molecules or ions with the total composition CH6N4O in a non-equilibrium geometry, from the OMol25 dataset.

DFT total energy ... -9138.9828 eV
Strongest force on any atom ... 0.0623 Eh/bohr
Energy above the lowest of the compared OMol25 structures with the same formula, charge and spin ... 3.9506 eV
Frontier orbital gap ... 10.62 eV
Lowest unoccupied orbital energy ... 0.985 eV
SMILES ... [H]/N=[NH+]\[O-].[H]/N=C\N

Positions of all 12 atoms, in Å:
C -0.553 -0.198 -0.579
N -0.383 1.041 -0.672
N -1.420 -0.887 0.160
N 3.406 0.104 -0.151
N 2.205 0.158 0.058
O 1.615 -0.465 0.947
H -0.783 1.664 -0.051
H 0.119 -0.837 -1.221
H -1.924 -0.507 0.915
H -1.623 -1.803 -0.192
H 1.577 0.941 -0.450
H 3.944 -0.565 0.450

The following is a quantum chemistry calculation of a molecular structure, C4H5NS in a non-equilibrium geometry, from the OMol25 dataset.

DFT total energy ... -16548.5505 eV
Strongest force on any atom ... 0.1880 Eh/bohr
Energy above the lowest of the compared OMol25 structures with the same formula, charge and spin ... 5.5144 eV
Frontier orbital gap ... 8.75 eV
Lowest unoccupied orbital energy ... 0.435 eV

Positions of all 11 atoms, in Å:
C -1.476 -0.039 0.032
C 0.185 0.279 -1.011
C -2.658 0.293 -0.073
C 2.209 -0.173 0.043
N 0.784 -0.280 -0.013
S -0.305 -0.764 1.189
H -3.403 0.238 0.816
H -3.039 0.917 -0.872
H 2.321 0.216 -0.963
H 2.684 0.467 0.762
H 2.698 -1.154 0.090

The following is a quantum chemistry calculation of 2 unconnected molecules or ions with the total composition C11H15OPS in a non-equilibrium geometry, from the OMol25 dataset.

DFT total energy ... -33819.1549 eV
Strongest force on any atom ... 0.0353 Eh/bohr
Energy above the lowest of the compared OMol25 structures with the same formula, charge and spin ... 1.4633 eV
Frontier orbital gap (spin up / spin down) ... 6.94 / 7.94 eV
Lowest unoccupied orbital energy (spin up / spin down) ... -0.633 / -0.891 eV

Positions of all 29 atoms, in Å:
C -3.472 -1.850 0.446
C -2.084 -1.707 0.551
C -4.083 -0.729 -0.042
C -1.634 -0.462 0.144
C 1.640 1.708 0.358
C 1.973 0.465 0.693
C -0.334 0.062 0.052
C 0.900 -0.599 0.575
C 3.317 0.051 1.195
C 1.353 -1.793 -0.267
C -0.263 2.539 -1.762
O -0.930 2.629 0.888
P -0.106 1.868 -0.069
S -2.974 0.533 -0.359
H -4.003 -2.747 0.712
H -1.434 -2.479 0.922
H -5.129 -0.584 -0.226
H 2.301 2.557 0.432
H -0.130 -0.104 -2.118
H 0.680 -0.973 1.588
H 3.215 -0.544 2.102
H 3.932 0.920 1.410
H 3.828 -0.558 0.449
H 2.228 -2.268 0.171
H 1.583 -1.454 -1.277
H 0.556 -2.531 -0.335
H -0.058 3.608 -1.700
H 0.419 2.049 -2.448
H -1.292 2.395 -2.087